1.
The following is a quantum chemistry calculation of a gas-phase ion, C3H8N2OP (charge +1), from the OMol25 dataset.

Element x y z (Å)
1 P -0.92956 1.22358 -0.92144
2 O 0.88944 -0.83422 -0.06963
3 N -1.36508 -0.35076 0.40781
4 N -0.00694 -1.57500 1.84408
5 C 1.33299 0.15412 -1.03843
6 C 0.73498 1.53020 -1.04082
7 C -0.19823 -0.91305 0.68512
8 H 1.11486 -0.44157 -1.97099
9 H 1.23635 2.40861 -0.51390
10 H -1.37198 0.35644 -1.99524
11 H -2.01312 -0.38735 1.21407
12 H 2.37771 0.11135 -0.66764
13 H 0.82640 -1.87519 2.22115
14 H -1.91960 2.15012 -0.77370
15 H -0.70821 -1.55727 2.61956

Cartesian forces (eV/Å) of the 3 atoms listed first:
P 0.92 -2.13 -1.03
O -1.94 -1.35 2.45
N 0.58 1.24 -0.59

## Properties
- total charge = +1
- largest force on an atom (eV/A) = 3.45
- SMILES = [NH2+]=C1N[PH2]=CCO1
- frontier orbital gap (eV) = 9.1508

2.
The following is a quantum chemistry calculation of a molecular structure, C3H8N2OS, from the OMol25 dataset.

Element x y z (Å)
1 S -2.73588 -1.02104 0.18914
2 O 1.14059 -1.05418 -0.32547
3 N -1.12350 -0.71296 -0.49892
4 N 0.77641 0.37409 -0.16780
5 C -1.15875 1.81796 -0.00067
6 C 2.55122 -0.80739 0.22046
7 C -0.51220 0.44824 -0.36710
8 H -3.04958 -1.90233 -1.04721
9 H 3.02652 -1.91010 -0.26797
10 H 3.06668 0.46949 -0.01433
11 H -0.46354 2.73769 0.27738
12 H -1.81931 2.27259 -0.79863
13 H -1.71257 1.65915 1.00047
14 H 2.50685 -0.78398 1.55830
15 H -0.49294 -1.58723 0.24233

Cartesian forces (eV/Å) of the 3 atoms listed first:
S -0.23 -1.27 -3.77
O 3.75 3.82 1.90
N -1.43 -5.66 3.30

## Properties
- largest force on an atom (eV/A) = 6.70
- frontier orbital gap (eV) = 9.2489

3.
The following is a quantum chemistry calculation of C3H8N2OS in the gas phase, from the OMol25 dataset.

Element x y z (Å)
1 S -0.09761 2.19372 -2.79060
2 O 0.75091 -1.01127 2.80656
3 N 0.75938 -0.23812 0.71156
4 N -0.88748 -1.98814 1.47021
5 C 0.20296 1.56446 -0.98854
6 C 0.33804 0.03561 -0.78295
7 C 0.17704 -1.14878 1.74026
8 H 1.15555 -0.52307 -1.32904
9 H 1.18411 2.01132 -0.61739
10 H 1.46012 0.27609 1.24133
11 H -0.59423 -0.50797 -0.82565
12 H -1.26050 1.70658 -2.98769
13 H -0.64547 1.94618 -0.38698
14 H -1.40449 -1.52128 0.74028
15 H -1.13833 -2.79532 1.99866

Cartesian forces (eV/Å) of the 3 atoms listed first:
S 2.52 0.16 1.75
O -0.55 -1.10 0.04
N -2.51 -1.49 -0.05

## Properties
- largest force on an atom (eV/A) = 3.44
- SMILES = NC(=O)NCCS
- frontier orbital gap (eV) = 9.9346

4.
The following is a quantum chemistry calculation of C3H8N2OS in the gas phase, from the OMol25 dataset.

Element x y z (Å)
1 S 1.86013 -0.10515 0.55613
2 O -1.60524 -0.35608 -1.03769
3 N 0.53188 -0.89765 -0.12628
4 N -0.43036 1.95308 0.62366
5 C 0.12062 -2.26372 0.14914
6 C -0.05227 1.33911 -0.72624
7 C -0.44315 -0.10361 -0.65130
8 H -0.71956 1.83536 -1.35065
9 H 0.10846 2.92671 0.75699
10 H -1.50693 2.03833 0.60451
11 H 1.00967 0.21247 1.56348
12 H 0.95232 -2.92857 -0.22012
13 H 1.05536 1.35887 -0.96673
14 H -0.20680 -2.46538 1.29726
15 H -0.67413 -2.54377 -0.47215

Cartesian forces (eV/Å) of the 3 atoms listed first:
S -0.08 -1.37 1.57
O 2.26 -1.10 1.05
N -1.90 -0.87 -1.24

## Properties
- largest force on an atom (eV/A) = 3.56
- SMILES = CN(S)C(=O)CN
- frontier orbital gap (eV) = 9.7528

5.
The following is a quantum chemistry calculation of C3H8N2OS2 in the gas phase, from the OMol25 dataset.

Element x y z (Å)
1 S 2.10561 1.80943 0.12085
2 S 2.95759 -1.19967 0.47418
3 O -0.52141 -0.83486 -0.52235
4 N 0.38347 1.24902 -0.55064
5 N 1.71511 -0.99973 -0.67887
6 C -1.68201 -0.23827 -0.39913
7 C -2.03456 -0.07201 1.14851
8 C 0.60206 -0.03906 -0.57985
9 H 1.70002 3.01395 -0.23204
10 H 1.27343 -1.84303 -1.21065
11 H -2.43008 -1.05954 1.70922
12 H -2.37580 -1.07327 -0.91097
13 H -1.79956 0.74427 -0.99917
14 H -2.75718 0.83115 1.23045
15 H -1.16050 0.50731 1.57805
16 H 4.02383 -0.79568 -0.17760

Cartesian forces (eV/Å) of the 3 atoms listed first:
S -2.15 0.22 -1.21
S -1.47 -0.72 0.36
O 5.28 -1.24 -1.34

## Properties
- largest force on an atom (eV/A) = 6.36
- SMILES = CCO/C(=N/S)NS
- frontier orbital gap (eV) = 9.0783

6.
The following is a quantum chemistry calculation of a molecular structure, C3H8N2OS2, from the OMol25 dataset.

Element x y z (Å)
1 S 2.60812 -0.47389 -0.88771
2 S -2.02206 -1.29817 -0.94660
3 O 0.20114 -2.44240 0.59973
4 N 1.67204 -0.79372 0.31630
5 N -0.41885 -0.63897 -0.58355
6 C 0.45272 -1.40467 0.10756
7 C -1.05614 1.49836 0.62570
8 C -0.39269 0.78830 -0.69060
9 H 0.66657 1.00734 -0.87382
10 H -0.72433 1.05989 1.52637
11 H -1.85252 -2.05716 0.59576
12 H -0.85256 2.59193 0.55527
13 H 2.12655 -1.31636 1.15915
14 H -1.10678 1.27745 -1.49742
15 H -2.16530 1.37773 0.53421
16 H 2.86409 0.82434 -0.54036

Cartesian forces (eV/Å) of the 3 atoms listed first:
S 3.49 1.97 -3.47
S 1.73 -1.73 4.25
O -1.07 -3.37 1.49

## Properties
- largest force on an atom (eV/A) = 6.61
- frontier orbital gap (eV) = 9.0476

7.
The following is a quantum chemistry calculation of 2 unconnected molecules or ions with the total composition C3H8N2OS2, from the OMol25 dataset.

Element x y z (Å)
1 S 0.52967 -1.03946 -1.27246
2 S -0.38362 0.79648 -0.88001
3 O 0.69859 -1.75224 0.02765
4 N -1.87414 -2.65622 -0.51946
5 N -1.82342 -2.24800 -1.80109
6 C 0.63835 1.36536 0.52470
7 C 1.53281 2.44611 0.11368
8 C 0.58252 0.74206 1.70407
9 H 2.06201 2.17083 -0.81011
10 H -2.47527 -2.27708 0.20636
11 H -0.06921 -0.15649 1.63407
12 H 2.19448 2.85021 1.01085
13 H 0.78467 3.22408 -0.22688
14 H -2.58117 -1.53009 -1.97121
15 H 1.19866 0.96502 2.45433
16 H -1.01494 -2.90057 -0.19448

Cartesian forces (eV/Å) of the 3 atoms listed first:
S 0.35 0.17 0.12
S 0.00 0.01 0.75
O -0.27 -0.11 -0.45

## Properties
- largest force on an atom (eV/A) = 5.88
- frontier orbital gap (alpha / beta) (eV) = 8.7780 / 7.1959

8.
The following is a quantum chemistry calculation of a gas-phase ion, C3H8N2P (charge +1), from the OMol25 dataset.

Element x y z (Å)
1 P 1.13003 0.56421 2.06123
2 N 1.37326 -0.97679 -0.23992
3 N -0.80537 -0.49746 -1.08243
4 C 0.50406 0.19563 -0.64078
5 C 1.62540 -0.91720 1.02009
6 C 0.13628 1.16914 0.51979
7 H 0.82618 0.62939 -1.64124
8 H -0.38547 -1.49241 -1.27837
9 H -0.99873 1.18626 0.60291
10 H -1.39733 -0.23999 -1.94437
11 H -1.39929 -0.62257 -0.24625
12 H 2.34050 -1.70046 1.39151
13 H 0.39165 2.18834 0.35507
14 H 0.28532 0.11717 2.97687

Cartesian forces (eV/Å) of the 3 atoms listed first:
P 1.94 1.07 -3.10
N -1.04 1.96 0.70
N 0.15 -3.18 -0.89

## Properties
- total charge = +1
- largest force on an atom (eV/A) = 3.81
- SMILES = [NH3+][C@H]1CPC=N1
- frontier orbital gap (eV) = 9.6557

9.
The following is a quantum chemistry calculation of C3H8N2S in the gas phase, from the OMol25 dataset.

Element x y z (Å)
1 S -2.94414 -0.60570 0.23464
2 N -1.11334 1.44639 -0.01888
3 N -0.62319 -0.64397 -0.84118
4 C 1.38372 -0.47618 0.83854
5 C -1.55260 0.13925 -0.22663
6 C 0.83899 -0.40449 -0.59905
7 H 1.42000 -1.11141 -1.15065
8 H -0.92816 -1.64014 -0.78652
9 H 2.44499 -0.39678 0.97175
10 H -0.37390 1.78412 -0.72583
11 H 1.11287 0.65612 -0.89535
12 H 1.01095 -1.35943 1.41252
13 H -1.65522 2.16531 0.49463
14 H 0.97904 0.44693 1.29200

Cartesian forces (eV/Å) of the 3 atoms listed first:
S -0.74 0.64 0.38
N 0.62 0.33 -1.33
N 1.70 -0.91 0.46

## Properties
- largest force on an atom (eV/A) = 2.71
- SMILES = CCNC(N)=S
- frontier orbital gap (eV) = 8.9836

10.
The following is a quantum chemistry calculation of C3H8N2S in the gas phase, from the OMol25 dataset.

Element x y z (Å)
1 S 1.56523 -0.71548 -0.65603
2 N -0.14712 -1.29434 -0.49533
3 N -2.38420 -0.57642 0.38429
4 C 1.85548 0.43784 0.72762
5 C -1.27176 -0.25830 -0.22146
6 C -0.88307 0.95244 -0.91840
7 H -1.67000 1.75455 -0.80756
8 H -2.28882 -1.57044 0.77397
9 H 3.02297 0.05032 0.59660
10 H -0.03347 1.24042 -0.24338
11 H -0.12126 -2.08646 0.34478
12 H 1.62422 1.56690 0.56694
13 H -0.66114 0.52527 -1.92614
14 H 1.39294 -0.02630 1.87411

Cartesian forces (eV/Å) of the 3 atoms listed first:
S -2.74 -0.21 0.63
N -0.12 -0.82 3.39
N 2.91 -0.65 -0.53

## Properties
- largest force on an atom (eV/A) = 4.27
- SMILES = [H]/N=C(/C)NSC
- frontier orbital gap (eV) = 9.6817

11.
The following is a quantum chemistry calculation of C3H8N2S in the gas phase, from the OMol25 dataset.

Element x y z (Å)
1 S 2.59161 0.13846 0.00647
2 N 0.05128 -0.68728 -0.01162
3 N 0.40905 -2.03386 -0.06598
4 C 0.38335 1.68852 -0.14851
5 C 0.95973 0.32283 -0.03520
6 C -1.35536 -0.33539 0.33131
7 H -0.13871 1.87425 0.74632
8 H -1.92818 -1.18691 0.60852
9 H 1.39310 -2.06109 0.13969
10 H -1.83273 0.15259 -0.37593
11 H -0.38663 1.79688 -1.05280
12 H 0.16050 -2.37111 -1.06987
13 H 1.05679 2.44185 -0.29012
14 H -1.36379 0.26026 1.21771

Cartesian forces (eV/Å) of the 3 atoms listed first:
S 0.38 -0.51 -0.02
N -0.68 1.71 0.14
N -1.61 -0.61 -1.70

## Properties
- largest force on an atom (eV/A) = 4.87
- SMILES = CC(=S)N(C)N
- frontier orbital gap (eV) = 8.9930

12.
The following is a quantum chemistry calculation of 2 unconnected molecules or ions with the total composition C3H8N2S, from the OMol25 dataset.

Element x y z (Å)
1 S -0.46772 -1.12008 -0.14675
2 N -0.69150 0.02361 2.04797
3 N 1.07633 -1.67095 0.33132
4 C -1.08379 1.22270 -1.42674
5 C 0.08781 0.30242 -1.15599
6 C 0.27023 0.08973 2.66691
7 H 1.09934 -2.68431 0.30795
8 H -1.49337 1.58539 -0.48710
9 H 1.17462 0.14964 3.21243
10 H 0.51893 -0.09644 -2.07408
11 H 1.27685 -1.35953 1.28593
12 H -1.86627 0.68879 -1.96036
13 H -0.76638 2.07237 -2.02764
14 H 0.86493 0.79669 -0.57384

Cartesian forces (eV/Å) of the 3 atoms listed first:
S 0.45 -0.56 -1.78
N -0.83 0.96 1.25
N -0.11 -0.11 0.16

## Properties
- largest force on an atom (eV/A) = 1.92
- SMILES = CCSN.C#N
- frontier orbital gap (eV) = 8.6192

13.
The following is a quantum chemistry calculation of C3H8N2S in the gas phase, from the OMol25 dataset.

Element x y z (Å)
1 S -2.19519 -0.90924 -0.18848
2 N 0.08180 0.36421 -0.29004
3 N 1.37980 0.46884 -0.39343
4 C -2.60880 0.81979 0.07640
5 C 2.26808 -0.60088 0.10439
6 C -0.43613 -0.80290 -0.15755
7 H 0.18088 -1.73291 -0.09676
8 H -3.63910 0.77223 0.45261
9 H 3.28458 -0.07138 0.27817
10 H 2.32077 -1.30570 -0.69039
11 H -2.52987 1.46354 -0.84871
12 H 1.75160 1.41425 -0.08439
13 H -1.81433 1.21915 0.82792
14 H 1.95591 -1.09898 1.01027

Cartesian forces (eV/Å) of the 3 atoms listed first:
S 0.20 -0.45 0.04
N -2.03 -0.99 0.16
N 3.74 1.86 1.35

## Properties
- largest force on an atom (eV/A) = 4.39
- SMILES = CN/N=C/SC
- frontier orbital gap (eV) = 8.6359

14.
The following is a quantum chemistry calculation of 2 unconnected molecules or ions with the total composition C3H8N2S, from the OMol25 dataset.

Element x y z (Å)
1 S 0.94544 -0.16035 0.50286
2 N 2.43435 -2.54019 -1.65452
3 N 1.88629 -1.86491 -2.34058
4 C -0.44614 -1.11277 1.19443
5 C -0.93569 1.62433 -0.25237
6 C 0.07266 0.61489 -0.79839
7 H -1.97109 1.40791 -0.29232
8 H -1.04349 2.48105 -0.91425
9 H -0.65911 1.91620 0.75524
10 H -0.74079 -1.58698 0.28239
11 H -0.08012 -1.76593 1.89865
12 H 0.82024 0.84009 -1.62106
13 H 0.99055 0.69928 1.62509
14 H -1.27311 -0.55263 1.61483

Cartesian forces (eV/Å) of the 3 atoms listed first:
S -1.88 1.10 -0.66
N -1.34 1.63 -1.68
N 1.38 -1.68 1.61

## Properties
- largest force on an atom (eV/A) = 2.70
- frontier orbital gap (eV) = 7.7636

15.
The following is a quantum chemistry calculation of 2 unconnected molecules or ions with the total composition C3H8N2Si, from the OMol25 dataset.

Element x y z (Å)
1 Si -2.12914 -0.84542 -0.42977
2 N -1.50456 2.80651 -0.49498
3 N -1.48394 1.78604 -0.01006
4 C 2.04625 -0.61571 0.61944
5 C -1.53313 0.61855 0.51680
6 C 2.81530 -0.11220 -0.30709
7 H -3.42550 -0.32623 -1.07079
8 H -2.49503 -1.71718 0.76875
9 H 2.15922 -0.19706 1.69089
10 H -1.18878 -1.03410 -1.42618
11 H 3.54124 0.59079 -0.09808
12 H 1.23078 -1.29335 0.37471
13 H -0.70305 0.51022 1.22362
14 H 2.67033 -0.17087 -1.35728

Cartesian forces (eV/Å) of the 3 atoms listed first:
Si -2.98 1.66 2.16
N 0.01 -0.58 0.39
N -0.26 1.69 -1.06

## Properties
- largest force on an atom (eV/A) = 4.04
- frontier orbital gap (eV) = 9.4314

16.
The following is a quantum chemistry calculation of a gas-phase ion, C3H8N3 (charge +1), from the OMol25 dataset.

Element x y z (Å)
1 N 0.77298 -1.84991 0.22011
2 N 2.35294 1.33133 -0.08579
3 N 1.56368 0.43858 -0.26172
4 C -1.54590 0.66371 0.54209
5 C -0.80680 0.07211 -0.68728
6 C 0.66916 -0.43902 -0.28752
7 H -1.54320 -0.10549 1.40431
8 H -1.35223 -0.75013 -1.00044
9 H -2.54651 0.88260 0.29537
10 H -0.95821 1.50238 0.87933
11 H -0.79946 0.86575 -1.29987
12 H 2.83354 1.68582 -0.97075
13 H 1.51848 -2.06225 0.91812
14 H -0.15848 -2.23548 0.33404

Cartesian forces (eV/Å) of the 3 atoms listed first:
N 0.81 4.21 -1.38
N -0.68 0.50 -0.52
N 1.47 0.10 -0.52

## Properties
- total charge = +1
- largest force on an atom (eV/A) = 4.69
- SMILES = [H]/N=N/C(=[NH2+])CC
- frontier orbital gap (eV) = 8.8728

17.
The following is a quantum chemistry calculation of 2 unconnected molecules or ions with the total composition C3H8N3, from the OMol25 dataset.

Element x y z (Å)
1 N -2.47516 -0.22759 1.04185
2 N -0.02843 -0.21319 -0.25408
3 N 4.54604 1.15356 -1.82189
4 C 2.32092 0.34670 -0.94547
5 C 3.51390 0.79230 -1.42662
6 C 0.97807 0.49397 0.05096
7 H 0.02024 -0.80282 -1.00501
8 H -2.67893 0.05800 2.08229
9 H 1.05737 1.17449 0.86377
10 H 5.33086 1.38773 -2.29344
11 H 2.15740 -0.69640 -1.44377
12 H -3.43693 -0.00758 0.67059
13 H -0.90847 -0.13275 0.17996
14 H -2.57675 -1.29556 1.12617

Cartesian forces (eV/Å) of the 3 atoms listed first:
N -2.81 -1.34 2.57
N 1.45 1.25 1.04
N -2.73 -1.15 1.52

## Properties
- total charge = +1
- largest force on an atom (eV/A) = 7.13
- frontier orbital gap (eV) = 8.7372